# 1
The following is a quantum chemistry calculation of a molecular structure, C15H29FGaN2O5 at a distorted geometry, from the Open Molecules 2025 dataset.

CARTESIAN COORDINATES (ANGSTROEM)
C 5.692 1.765 1.213
C 5.984 0.266 0.548
O 4.718 -0.464 0.401
C 4.693 -1.721 1.160
C 3.986 -2.851 0.164
Ga 2.242 -3.670 0.946
F 2.503 -3.923 2.825
C 0.537 -2.539 0.591
C -0.229 -2.036 1.962
C -1.875 -1.981 1.690
C -2.507 -0.474 1.841
C -1.967 0.593 0.676
O -1.634 -0.090 -0.585
C -1.049 0.822 -1.579
C 0.016 2.035 -1.292
O -1.393 0.602 -2.872
N 1.964 -5.366 -0.035
C 1.970 -4.949 -1.372
O 1.751 -4.454 -2.622
H 5.364 2.536 0.394
H 4.873 1.728 2.054
H 6.678 2.169 1.697
H 6.413 0.483 -0.529
H 6.793 -0.256 1.212
H 4.023 -1.674 2.126
H 5.739 -2.145 1.466
H 3.859 -2.410 -0.919
H 4.758 -3.750 0.083
H 0.765 -1.643 -0.156
H -0.252 -3.221 0.009
H 0.083 -0.922 2.251
H -0.086 -2.763 2.877
H -2.167 -2.371 0.611
H -2.463 -2.693 2.446
H -3.689 -0.469 1.888
H -2.140 -0.058 2.886
H -2.756 1.440 0.474
H -0.965 1.050 1.130
H -0.551 3.077 -1.163
H 0.832 2.134 -2.155
H 0.549 1.783 -0.265
C -4.230 4.212 -2.346
C -4.108 3.079 -1.366
O -3.093 2.904 -0.695
N -5.165 2.229 -1.227
C -6.435 2.258 -1.912
H -3.306 4.798 -2.341
H -4.383 3.820 -3.355
H -5.057 4.868 -2.061
H -5.002 1.495 -0.548
H -7.223 2.350 -1.161
H -6.555 1.311 -2.443
H -6.508 3.085 -2.620

Electronic energy ... -84331.84549 eV
F_max ... 10.37 eV/A
Frontier orbital gap ... 6.99 eV
Total charge ... -1
E_HOMO ... -4.8666 eV

---

# 2
The following is a quantum chemistry calculation of a molecular structure, C15H29N2OPSiTi at a distorted geometry, from the Open Molecules 2025 dataset.

CARTESIAN COORDINATES (ANGSTROEM)
Ti 0.252 0.163 0.376
Si -1.734 1.885 0.219
P -1.432 -0.897 -1.278
N 1.450 0.366 -0.911
H 0.107 -0.869 3.297
C -0.787 -2.602 -1.449
H -1.442 -3.213 -2.092
H -0.698 -3.075 -0.462
H 0.219 -2.571 -1.887
C -3.137 -1.256 -0.731
H -3.637 -1.904 -1.463
H -3.710 -0.331 -0.612
H -3.117 -1.769 0.240
C -1.519 -0.365 -3.023
H -2.234 -0.968 -3.600
H -0.525 -0.457 -3.480
H -1.804 0.690 -3.075
C -2.945 1.757 1.692
H -2.399 1.613 2.634
H -3.650 0.929 1.551
H -3.518 2.692 1.769
H -1.066 3.222 0.374
H -2.632 2.022 -0.969
C 1.988 0.991 -1.959
C 3.749 1.279 -3.636
C 3.201 0.563 -2.581
C 1.328 2.141 -2.512
C 1.884 2.840 -3.571
C 3.095 2.423 -4.137
H 4.686 0.946 -4.079
H 3.655 -0.351 -2.187
H 0.372 2.427 -2.060
H 1.357 3.716 -3.958
H 3.526 2.979 -4.969
C -0.219 -1.702 2.655
O 0.205 -1.384 1.330
C 0.504 -2.965 3.109
H -0.070 -3.470 3.895
H 1.480 -2.704 3.531
H 0.666 -3.647 2.265
C -1.734 -1.796 2.733
H -2.092 -2.636 2.120
H -2.245 -0.875 2.417
H -2.014 -1.985 3.778
C 3.131 1.407 3.779
C 2.031 1.213 2.860
N 1.226 1.168 2.018
H 3.490 0.430 4.144
H 2.807 2.006 4.644
H 3.952 1.926 3.253

Electronic energy ... -61335.15788 eV
Energy relative to the best compared isomer or geometry (same formula, charge and spin) ... 0.0 kcal/mol
F_max ... 2.82 eV/A
Frontier orbital gap ... 6.85 eV
Total charge ... 0
E_HOMO ... -6.7400 eV

---

# 3
The following is a quantum chemistry calculation of 11 unconnected molecules or ions with the total composition C15H30BCl11F6N5O11S at a distorted geometry, from the Open Molecules 2025 dataset.

CARTESIAN COORDINATES (ANGSTROEM)
C 3.996 2.084 -0.996
C 3.702 0.595 -0.424
O 2.312 0.385 -0.036
B 1.412 0.428 -1.108
O 1.971 0.133 -2.419
N -0.128 0.683 -0.949
C -0.691 -0.624 -1.477
C -2.244 -0.829 -1.310
N -2.760 -1.875 -1.933
C -0.377 1.865 -1.808
F 0.776 2.694 -1.692
F -0.457 1.562 -3.239
C -1.614 2.795 -1.504
F -1.732 3.666 -2.628
F -1.490 3.652 -0.415
F -2.845 2.158 -1.404
S -0.381 0.891 0.827
O 0.332 2.108 1.382
O -1.846 1.096 1.181
F 0.079 -0.495 1.764
H 3.253 2.831 -0.573
H 5.081 2.300 -0.684
H 4.005 2.009 -2.132
H 4.141 -0.223 -1.089
H 4.311 0.544 0.550
H 2.236 0.974 -2.858
H -0.410 -0.842 -2.552
H -0.172 -1.442 -0.850
H -2.976 -0.219 -0.696
H -3.784 -1.899 -1.743
C -4.942 -5.019 -2.400
Cl -3.440 -4.923 -3.329
Cl -5.584 -3.399 -2.079
Cl -6.139 -6.001 -3.254
H -4.725 -5.496 -1.447
C -6.107 3.025 -0.921
C -6.386 1.589 -0.979
N -6.599 0.457 -1.026
H -7.016 3.610 -0.749
H -5.410 3.266 -0.114
H -5.662 3.385 -1.851
N -9.414 5.407 -1.590
O -8.209 5.263 -1.281
O -9.735 5.547 -2.786
O -10.287 5.409 -0.705
C -6.687 -9.493 -4.912
Cl -7.427 -11.081 -5.202
Cl -7.963 -8.280 -4.680
Cl -5.670 -9.572 -3.459
Cl -5.688 -9.041 -6.310
N -2.704 0.459 -4.720
H -2.409 0.428 -5.700
H -3.519 1.073 -4.628
H -2.952 -0.487 -4.407
H -1.935 0.820 -4.141
C 3.223 5.366 1.551
Cl 2.490 4.874 0.018
Cl 4.971 5.114 1.532
H 3.019 6.422 1.716
H 2.789 4.775 2.355
C 5.754 0.598 4.227
C 6.179 0.494 2.764
O 7.137 -0.278 2.531
O 5.509 1.202 1.969
H 6.369 -0.037 4.866
H 5.851 1.631 4.569
H 4.715 0.289 4.332
C 3.614 -1.331 7.192
O 3.574 -0.419 6.099
H 4.586 -1.253 7.683
H 2.827 -1.082 7.908
H 3.476 -2.352 6.826
H 2.707 -0.509 5.685
O 4.852 -1.479 9.787
H 4.373 -0.676 10.001
C 8.891 -2.953 1.841
Cl 7.753 -4.107 2.548
Cl 10.539 -3.252 2.412
H 8.869 -3.052 0.758
H 8.595 -1.942 2.125

Electronic energy ... -211562.47836 eV
F_max ... 11.63 eV/A
Frontier orbital gap ... 1.38 eV
Total charge ... -1
E_HOMO ... -4.8964 eV

---

# 4
The following is a quantum chemistry calculation of a gas-phase ion, C15H30N3O4 (charge +1) at a distorted geometry, from the Open Molecules 2025 dataset.

CARTESIAN COORDINATES (ANGSTROEM)
C -0.248 0.029 -4.075
C -1.218 -0.975 -3.280
O -0.512 -1.954 -2.473
C -1.146 -3.231 -2.698
C -0.844 -4.334 -1.584
C -0.815 -3.807 -0.085
N -1.951 -2.918 0.317
C -1.311 -1.679 0.799
N -1.417 -0.530 0.087
N -0.548 -1.826 2.041
C 0.342 -0.642 2.287
C -0.413 0.677 2.803
C 0.209 1.924 2.006
C -0.871 3.110 1.729
C -0.324 3.873 0.400
C 1.161 4.471 0.593
O 2.091 4.044 -0.436
C 2.679 2.791 -0.142
C 3.499 2.432 1.174
O 2.505 1.868 -0.974
C 0.394 -2.993 1.736
O 0.407 -3.153 0.295
H 0.433 0.642 -3.405
H -0.950 0.773 -4.607
H 0.310 -0.502 -4.927
H -1.864 -0.347 -2.564
H -1.900 -1.443 -4.079
H -2.280 -3.185 -2.839
H -0.716 -3.639 -3.688
H -1.533 -5.250 -1.677
H 0.211 -4.743 -1.802
H -0.886 -4.743 0.587
H -2.603 -2.716 -0.451
H -2.164 0.154 0.272
H -0.708 -0.237 -0.607
H 0.991 -0.498 1.363
H 1.060 -0.954 3.132
H -0.210 0.764 3.932
H -1.531 0.536 2.645
H 0.493 1.544 0.955
H 1.093 2.398 2.536
H -0.936 3.843 2.598
H -1.867 2.600 1.491
H -1.075 4.657 0.044
H -0.269 3.057 -0.413
H 1.575 4.324 1.650
H 1.056 5.610 0.471
H 4.631 2.398 1.002
H 3.295 3.113 2.063
H 3.177 1.369 1.468
H 0.032 -3.916 2.291
H 1.466 -2.787 2.038

Electronic energy ... -28690.22869 eV
Energy relative to the best compared isomer or geometry (same formula, charge and spin) ... 104.5 kcal/mol
F_max ... 4.68 eV/A
SMILES string ... CCOCC[C@@H]1NC(N)=[N+](CCCCCCOC(C)=O)CO1
Frontier orbital gap ... 7.85 eV
Total charge ... +1
E_HOMO ... -12.6318 eV

---

# 5
The following is a quantum chemistry calculation of a molecular structure, C15H30N4O2PRhSbSe4 at a distorted geometry, from the Open Molecules 2025 dataset.

CARTESIAN COORDINATES (ANGSTROEM)
Rh -2.599 0.614 -1.015
Se -0.380 3.913 2.335
Sb -1.781 4.541 0.421
Se -3.610 2.666 -0.059
Se -3.138 2.595 -2.352
Se -3.228 6.431 1.012
N -5.961 -1.812 0.497
C -4.873 -1.315 -0.166
O -4.934 -0.251 -0.757
C -3.610 -2.155 -0.138
C -2.514 -1.581 -1.029
H -6.746 -1.197 0.617
H -5.850 -2.577 1.139
H -3.907 -3.184 -0.386
H -3.277 -2.177 0.906
H -2.674 -1.887 -2.065
H -1.540 -1.953 -0.708
O -0.208 0.964 -1.276
P 0.804 0.331 -0.381
N 0.137 -0.338 0.977
C -1.057 0.415 1.463
C -1.110 0.137 2.958
C 0.379 0.034 3.307
C 0.926 -0.788 2.144
N 1.908 1.474 0.074
C 2.027 2.755 -0.653
C 3.435 2.674 -1.232
C 4.227 2.077 -0.064
C 3.227 1.113 0.619
N 1.610 -0.934 -1.119
C 1.705 -2.267 -0.494
C 2.082 -3.180 -1.657
C 1.292 -2.572 -2.815
C 1.444 -1.069 -2.591
H -1.954 0.087 0.915
H -0.933 1.487 1.311
H -1.617 -0.810 3.173
H -1.616 0.947 3.482
H 0.576 -0.432 4.274
H 0.810 1.038 3.291
H 0.748 -1.853 2.316
H 1.999 -0.654 1.997
H 1.948 3.579 0.063
H 1.232 2.858 -1.383
H 3.820 3.641 -1.559
H 3.437 1.987 -2.084
H 4.501 2.873 0.631
H 5.140 1.568 -0.371
H 3.252 1.236 1.704
H 3.461 0.070 0.382
H 0.743 -2.574 -0.071
H 2.446 -2.284 0.307
H 1.830 -4.222 -1.453
H 3.156 -3.114 -1.860
H 0.240 -2.856 -2.738
H 1.663 -2.876 -3.794
H 0.583 -0.503 -2.936
H 2.329 -0.690 -3.110

Electronic energy ... -306321.03377 eV
Energy relative to the best compared isomer or geometry (same formula, charge and spin) ... 7.2 kcal/mol
F_max ... 1.57 eV/A
Spin multiplicity ... 5
Frontier orbital gap (alpha / beta) ... 6.19 / 5.16 eV
Total charge ... -1
E_HOMO (alpha / beta) ... -3.7558 / -4.0088 eV

---

# 6
The following is a quantum chemistry calculation of 5 unconnected molecules or ions with the total composition C15H30O15 at a distorted geometry, from the Open Molecules 2025 dataset.

CARTESIAN COORDINATES (ANGSTROEM)
C 1.800 3.662 -6.610
O 1.626 2.355 -5.872
C 0.786 2.363 -4.856
O 0.272 3.336 -4.242
O 0.409 1.068 -4.678
C -0.333 0.528 -3.572
H 2.273 4.388 -5.948
H 0.839 4.099 -6.879
H 2.356 3.521 -7.537
H 0.235 -0.227 -3.027
H -1.274 0.119 -3.938
H -0.715 1.222 -2.823
C 6.900 -1.297 4.314
O 5.495 -1.271 3.907
C 5.229 -1.439 2.613
O 6.050 -1.870 1.734
O 4.000 -1.031 2.278
C 3.504 -1.054 0.965
H 6.725 -1.482 5.374
H 7.297 -0.298 4.138
H 7.523 -2.049 3.830
H 3.009 -1.977 0.660
H 4.378 -0.885 0.337
H 2.794 -0.230 0.900
C -5.475 -0.186 -7.043
O -4.916 0.748 -6.097
C -4.504 0.378 -4.838
O -3.982 1.115 -4.056
O -4.927 -0.858 -4.476
C -4.764 -1.296 -3.087
H -4.704 -0.867 -7.403
H -6.087 0.312 -7.796
H -6.254 -0.720 -6.498
H -5.691 -1.608 -2.607
H -4.417 -0.466 -2.471
H -4.047 -2.104 -2.943
C -2.265 0.103 4.456
O -1.054 0.346 5.144
C -0.890 0.097 6.463
O -1.617 -0.562 7.145
O 0.319 0.589 6.991
C 1.237 1.276 6.222
H -2.632 0.834 3.736
H -2.977 -0.062 5.264
H -2.070 -0.858 3.979
H 0.753 1.959 5.524
H 1.908 0.646 5.638
H 1.919 1.866 6.834
C 1.124 -1.490 3.523
O -0.142 -1.013 2.943
C -0.366 -1.080 1.653
O 0.517 -1.363 0.837
O -1.633 -0.714 1.389
C -1.942 -0.429 0.111
H 1.005 -1.838 4.549
H 1.827 -0.725 3.854
H 1.627 -2.288 2.977
H -1.631 0.539 -0.281
H -2.964 -0.629 -0.210
H -1.465 -1.201 -0.494

Electronic energy ... -46740.20223 eV
Energy relative to the best compared isomer or geometry (same formula, charge and spin) ... 43.9 kcal/mol
F_max ... 5.21 eV/A
Spin multiplicity ... 2
Frontier orbital gap (alpha / beta) ... 7.88 / 1.89 eV
Total charge ... +1
E_HOMO (alpha / beta) ... -12.0461 / -12.0461 eV

---

# 7
The following is a quantum chemistry calculation of a molecular structure, C15H31BF4P2Re at a distorted geometry, from the Open Molecules 2025 dataset.

CARTESIAN COORDINATES (ANGSTROEM)
P -3.397 2.586 3.750
P -4.117 2.206 0.599
C -4.819 3.603 3.082
C -5.483 2.888 1.946
H -4.475 4.608 2.761
H -5.530 3.678 3.928
H -5.947 1.915 2.225
H -6.174 3.516 1.387
C -5.489 3.911 -1.183
H -5.917 3.832 -2.185
H -5.248 4.935 -0.852
H -6.340 3.639 -0.483
C -5.530 1.248 -0.221
H -6.461 1.833 -0.144
H -5.596 0.312 0.336
H -5.333 1.088 -1.302
C -2.508 4.124 4.254
H -1.432 3.930 4.338
H -2.869 4.524 5.232
H -2.674 4.887 3.478
C -4.001 1.908 5.338
H -4.674 1.039 5.240
H -4.508 2.720 5.871
H -3.138 1.603 5.941
Re -2.481 1.532 2.068
C -1.961 -1.217 -2.375
C -2.282 -0.143 -3.128
C -3.333 0.990 -2.970
C -3.003 2.225 -2.079
C -4.016 3.077 -1.155
C -3.003 -0.345 1.301
C -3.198 -0.609 -0.174
C -2.178 -1.511 -0.909
C -1.347 0.791 3.617
H -1.358 -2.020 -2.777
H -1.783 -0.047 -4.104
H -4.327 0.585 -2.688
H -3.453 1.467 -3.956
H -2.142 2.019 -1.440
H -2.567 3.003 -2.760
H -3.392 4.025 -1.248
H -2.753 -1.217 1.950
H -3.149 0.351 -0.741
H -4.235 -0.982 -0.394
H -1.224 -1.418 -0.371
H -2.447 -2.580 -0.771
H -0.998 -0.185 3.283
H -1.947 0.681 4.504
H -0.494 1.429 3.775
F -0.893 1.912 1.043
B 1.175 0.185 0.332
F 0.571 -0.774 1.055
F 0.607 0.658 -0.798
F 2.360 0.678 0.713

Electronic energy ... -48292.81835 eV
Energy relative to the best compared isomer or geometry (same formula, charge and spin) ... 18.8 kcal/mol
F_max ... 9.06 eV/A
Spin multiplicity ... 4
Frontier orbital gap (alpha / beta) ... 5.62 / 4.46 eV
Total charge ... +2
E_HOMO (alpha / beta) ... -14.7635 / -14.7598 eV

---

# 8
The following is a quantum chemistry calculation of a molecular structure, C15H31BF4P2Sn at a distorted geometry, from the Open Molecules 2025 dataset.

CARTESIAN COORDINATES (ANGSTROEM)
P -0.444 1.802 0.710
P 0.174 -1.555 2.471
C 0.876 0.487 0.461
C 0.551 -0.996 0.735
H 1.782 0.776 1.016
H 1.076 0.638 -0.606
H -0.303 -1.337 0.109
H 1.416 -1.620 0.465
C 1.866 -1.402 3.137
H 1.818 -1.590 4.212
H 2.209 -0.378 2.963
H 2.486 -2.147 2.611
C -0.185 -3.314 2.237
H 0.704 -3.706 1.736
H -1.086 -3.417 1.625
H -0.347 -3.754 3.226
C 0.259 3.443 0.529
H -0.374 4.126 1.115
H 0.206 3.727 -0.526
H 1.299 3.512 0.871
C -1.708 2.000 -0.677
H -1.863 1.140 -1.357
H -1.338 2.819 -1.328
H -2.698 2.308 -0.298
Sn -2.326 -0.192 0.887
C 0.335 -1.556 -2.227
C 1.564 -1.168 -1.846
C 2.369 -0.071 -2.489
C 1.584 0.960 -3.307
C 0.235 1.355 -2.786
C -0.969 0.882 -3.179
C -1.216 -0.389 -3.895
C -0.151 -1.473 -3.635
C -2.412 1.464 2.522
H -0.281 -2.201 -1.620
H 2.197 -1.793 -1.216
H 3.130 -0.535 -3.136
H 2.924 0.464 -1.698
H 2.180 1.895 -3.319
H 1.493 0.611 -4.339
H 0.293 2.277 -2.201
H -1.806 1.588 -3.225
H -1.255 -0.164 -4.964
H -2.193 -0.782 -3.587
H -0.625 -2.438 -3.870
H 0.671 -1.341 -4.344
H -2.891 0.890 3.347
H -2.891 2.440 2.378
H -1.385 1.612 2.888
F -0.146 0.215 4.013
B -0.982 -0.794 4.715
F -2.124 -1.091 3.846
F -0.298 -2.010 4.945
F -1.401 -0.218 5.905

Electronic energy ... -52011.54071 eV
Energy relative to the best compared isomer or geometry (same formula, charge and spin) ... 91.8 kcal/mol
F_max ... 3.23 eV/A
Frontier orbital gap (alpha / beta) ... 5.98 / 5.98 eV
Total charge ... 0
E_HOMO (alpha / beta) ... -6.9348 / -6.9356 eV